No. 1
# C4H13N2S

A gas-phase ion, C4H13N2S (charge +1) (ωB97M-V with the def2-TZVPD basis set, the Open Molecules 2025 dataset).

Each line ends with the Löwdin charge.
Cartesian coordinates (Å):
N  -0.47372  -0.76227  1.80304  0.19
C  -0.16072  -0.06579  0.48777  -0.37
C  -1.45007  0.45835  -0.08487  -0.50
S  -2.27402  1.58047  1.07873  0.79
C  0.54547  -1.07694  -0.43802  -0.20
N  1.35762  -0.42510  -1.40014  -0.11
C  1.89714  0.90204  -1.26278  -0.12
H  -1.08524  -0.17345  2.38179  0.11
H  -0.97130  -1.65695  1.70136  0.18
H  0.39080  -0.92943  2.31807  0.17
H  0.53840  0.70770  0.79741  0.14
H  -2.10016  -0.38201  -0.30313  0.09
H  -1.21362  0.93189  -1.03397  0.09
H  -3.53173  1.22502  0.79497  -0.11
H  -0.24051  -1.62478  -0.96432  0.13
H  1.10370  -1.77841  0.20588  0.12
H  1.44584  -0.80415  -2.32505  0.12
H  1.14998  1.69663  -1.23665  0.07
H  2.56073  1.05725  -0.39292  0.09
H  2.51140  1.11991  -2.12716  0.09

Cartesian forces, eV/Å:
-0.0477 -0.3692 0.2458
0.1280 -0.6649 0.3556
0.0239 0.1105 -0.1931
0.0315 0.2354 0.0286
-0.2862 0.2851 0.1679
0.4564 0.4299 -0.4958
0.4221 0.3605 0.3879
-0.0707 0.2832 -0.1232
0.2630 0.1659 -0.2184
-0.0312 -0.1634 0.0307
-0.0982 0.2656 -0.1809
-0.1676 -0.1364 -0.0429
-0.0534 0.1866 -0.0367
-0.0155 -0.0468 0.0134
0.0648 -0.3384 0.1591
0.0511 -0.0592 -0.0467
-0.3017 -0.2590 0.2089
-0.2690 0.1096 0.0555
-0.2067 -0.3094 -0.1405
0.1072 -0.0853 -0.1751

Charge: +1
Max |F| (Eh/bohr): 0.0155
Energy above the lowest of the compared OMol25 structures with the same formula, charge and spin (kcal per mole): 27.8
LUMO level (eV): -3.428
Highest occupied orbital energy (eV): -12.3

***

No. 2
# C4H13N2S

A gas-phase ion, C4H13N2S (charge +2) (ωB97M-V with the def2-TZVPD basis set, the Open Molecules 2025 dataset).

Each line ends with the Löwdin charge.
Cartesian coordinates (Å):
N  1.62971  -1.01155  1.17371  0.19
C  0.88003  0.10263  0.41827  -0.32
C  -0.17975  -0.56069  -0.44123  -0.19
C  -1.48397  0.11592  -0.01092  -0.41
S  -3.11289  -0.21377  -0.87454  1.23
C  1.87172  1.14992  -0.11166  -0.17
N  3.16840  0.83676  0.46686  0.04
H  0.93695  -1.66021  1.63627  0.20
H  2.34406  -0.45449  1.75291  0.18
H  2.20560  -1.45975  0.42467  0.18
H  0.25080  0.64531  1.12980  0.13
H  -0.33897  -1.64957  -0.30091  0.13
H  0.19807  -0.44100  -1.45976  0.14
H  -1.28323  1.16471  -0.32223  0.11
H  -1.67804  -0.07358  1.06075  0.12
H  -3.25169  -1.46709  -0.52938  -0.06
H  1.61563  1.23948  -1.17400  0.13
H  1.29563  2.08725  0.23815  0.16
H  3.82443  0.41166  -0.17468  0.12
H  3.57203  1.45442  1.10017  0.09

Cartesian forces, eV/Å:
-0.1236 1.1082 -0.4609
-1.1502 -1.3040 2.2142
-0.0550 -1.5378 -0.9465
-0.4692 1.2003 -1.6342
1.1951 1.1703 -0.0066
-2.2627 1.0320 0.6873
-1.1745 -0.9171 -1.8573
1.4196 0.7176 -0.3205
-0.8297 -1.2289 -0.5181
-0.4920 -0.2443 1.0849
0.7519 -0.3886 0.8864
0.7069 0.4097 0.1195
-1.0437 0.1288 -0.3774
-0.8627 -0.2356 0.9604
-0.0787 0.3736 -0.4578
-0.1911 -1.3034 0.3517
1.6170 -0.2664 -0.3740
2.0898 -0.7676 -0.1294
0.1703 0.4501 0.0330
0.7825 1.6030 0.7453

Multiplicity: 2
<S²>: 0.75
Charge: +2
Max |F| (Eh/bohr): 0.0547
Energy above the lowest of the compared OMol25 structures with the same formula, charge and spin (kcal per mole): 47.1
LUMO level (spin up / spin down) (eV): -7.332 / -12.478
Highest occupied orbital energy (spin up / spin down) (eV): -17.6 / -17.6